1.
57
Properties=species:S:1:pos:R:3:forces:R:3 method="wB97M-V/def2-TZVPD" orbital_gap_ha=0.277 de_lowest_kj_mol=292.1 lumo_ev=-4.36 multiplicity=1 charge=+1
Cd -0.1110 -0.0727 -0.0238 1.22 -0.15 1.03
C 3.7074 0.0442 3.3872 0.02 0.05 0.01
C 3.0419 -0.2225 2.0571 0.21 -0.21 0.13
N 2.0166 0.7392 1.6446 0.33 0.43 0.01
O 0.7714 1.1478 1.8083 -0.19 0.35 -0.08
B 0.3833 2.6370 1.0138 0.60 0.00 -0.33
F 1.0838 2.4569 -0.1815 -0.16 -0.04 0.27
F 0.8720 3.5968 1.8053 -0.22 -0.01 0.09
O -1.0484 2.6289 0.8681 -0.43 -0.01 0.06
N -1.4006 1.6247 0.0024 -0.18 0.68 0.01
C -2.5685 1.4869 -0.4919 0.10 0.15 0.15
C -3.6992 2.4274 -0.2733 0.02 0.07 0.04
C -2.6837 0.2771 -1.4062 0.12 -0.29 -0.12
N -1.6921 -0.5206 -1.3102 -0.90 -0.18 -0.76
O -1.4783 -1.5556 -2.1446 -0.21 -0.05 -0.12
B 0.0181 -1.8188 -2.1989 0.30 0.42 -0.38
F 0.2638 -2.6357 -3.2431 -0.14 -0.09 0.08
F 0.6662 -0.5418 -2.3049 -0.13 -0.30 -0.08
O 0.5615 -2.4542 -0.9332 0.07 -0.10 0.20
N 1.3421 -1.6668 -0.0843 0.23 -0.45 -0.24
C 2.2322 -2.3196 0.5481 0.00 -0.05 0.05
C 2.4520 -3.7820 0.3129 -0.09 -0.01 -0.11
C -3.7969 0.0806 -2.3765 0.08 -0.02 -0.05
H 3.4162 1.0239 3.7638 0.03 0.02 -0.04
H 4.7936 0.0289 3.2832 -0.01 -0.07 -0.03
H 3.4239 -0.7029 4.1281 -0.03 -0.01 -0.03
H -3.4318 3.1520 0.4918 -0.03 0.00 0.00
H -4.6011 1.8931 0.0255 0.01 -0.04 -0.01
H -3.9240 2.9659 -1.1960 0.01 -0.02 -0.01
H 1.4936 -4.2904 0.2321 0.01 -0.02 0.05
H 3.0483 -4.2329 1.1027 0.04 0.03 -0.01
H 2.9525 -3.9279 -0.6470 0.02 0.00 0.02
H -4.4949 0.9118 -2.3834 -0.01 0.00 -0.01
H -4.3289 -0.8428 -2.1424 -0.04 0.04 0.03
H -3.3733 -0.0584 -3.3729 -0.02 0.05 -0.01
Br 6.9483 -1.5282 -0.4142 -0.24 0.14 0.06
C 5.1841 -0.9892 0.1108 0.31 -0.40 0.18
C 4.7595 0.2224 -0.5792 -0.28 0.24 0.04
C 3.7911 1.0878 -0.2061 0.35 0.22 -0.37
C 3.0836 0.7987 0.9725 -0.57 -0.37 0.26
C 3.1633 -1.6736 1.5648 -0.19 0.23 -0.12
C 4.5766 -1.7828 1.0075 0.10 -0.03 -0.05
H 5.2979 0.4413 -1.4925 -0.04 -0.03 -0.04
H 3.5243 1.9435 -0.8092 0.00 0.00 0.01
H 3.1187 -2.3276 2.4378 0.01 0.02 0.03
H 5.1479 -2.6289 1.3677 0.02 0.01 -0.03
I -2.5700 -0.2852 5.7347 0.07 -0.13 -0.25
C -2.1089 -1.2974 3.9602 -0.10 0.10 0.28
C -2.4030 -2.6435 3.8058 0.03 0.06 -0.05
C -2.0858 -3.2492 2.6000 -0.03 -0.02 0.04
C -1.4854 -2.4974 1.6057 -0.03 -0.06 -0.02
N -1.1840 -1.2041 1.7653 -0.13 -0.22 0.24
C -1.4983 -0.6144 2.9210 -0.02 0.04 0.04
H -2.8719 -3.2037 4.6032 0.00 0.00 0.00
H -2.3061 -4.2949 2.4359 0.01 0.01 -0.04
H -1.2369 -2.9368 0.6464 0.04 0.02 0.00
H -1.2540 0.4346 3.0237 0.03 0.01 -0.03


2.
12
Properties=species:S:1:pos:R:3:forces:R:3 method="wB97M-V/def2-TZVPD" orbital_gap_ha=0.338 smiles="CC(=O)C(C)=O" de_lowest_kj_mol=437.5 lumo_ev=-0.82 multiplicity=1
C 1.6077 0.3824 0.6038 -0.88 1.29 -1.86
C 0.6417 -0.8970 -0.2355 2.92 -3.21 1.04
C -0.8389 -0.8187 0.1029 -4.98 -3.58 2.61
C -1.5680 0.5436 -0.5333 0.71 -1.67 -1.75
H 1.7107 1.4659 -0.0202 -0.64 -3.21 1.51
H 2.5764 -0.0734 0.5773 0.59 -0.21 -0.12
H 1.4125 0.6564 1.7116 -0.52 -0.85 -1.96
H -1.4082 1.4174 0.1649 0.07 -0.91 -1.10
H -2.6651 0.4079 -0.7492 1.10 -0.19 0.87
H -1.1505 0.6768 -1.7091 -0.54 -0.04 3.52
O 1.1522 -1.9488 -0.7634 -2.16 5.71 2.23
O -1.4705 -1.8125 0.8502 4.33 6.87 -4.99